# 1
C30H60AlBr2ClF4KMg2NO14S | the ωB97M-V functional and the def2-TZVPD basis

## Properties
HOMO-LUMO gap (eV): 1.3
Strongest force on any atom (hartree/bohr): 0.095
LUMO energy (eV): -10.1461
Calculated total energy (Ha): -9934.25025
Charge: +2

XYZ file:
```
117
Properties=species:S:1:pos:R:3:forces:R:3:lowdin_charge:R:1
C 2.586 5.849 3.629 -0.346 -0.679 -0.389 0.0140
C 2.278 4.819 2.779 -0.301 -0.150 -0.162 -0.1733
C 2.949 4.543 1.411 -0.651 1.620 -0.624 -0.1864
C 1.988 4.003 0.303 -0.435 -0.354 0.226 -0.6970
N 0.981 5.011 0.030 0.348 -0.293 -0.100 0.0199
Br 3.007 3.804 -1.420 0.096 0.425 0.570 0.8160
C 1.369 2.531 0.666 0.631 1.238 0.071 -0.4493
O 1.320 1.828 -0.572 -0.083 -0.837 1.162 -0.1293
C -0.041 2.594 1.362 -0.188 -1.662 0.277 -0.0636
C -1.239 2.090 0.458 -0.574 0.667 0.698 -0.1438
C -1.921 3.250 -0.386 -0.166 -0.172 1.354 -0.1606
C -3.462 3.151 -0.066 1.176 -0.770 -0.638 -0.3230
C -4.147 1.873 -0.632 -1.872 0.964 0.785 -0.1437
C -5.716 2.127 -0.619 -0.002 -0.497 0.651 -0.1866
C -6.524 0.795 -0.432 -0.624 0.203 -1.174 -0.1953
C -5.986 -0.363 -1.377 -0.417 0.116 0.891 -0.1707
C -5.016 -1.382 -0.677 -0.066 -0.634 -0.410 -0.1873
C -5.564 -2.026 0.652 0.928 0.625 0.073 -0.1731
C -4.992 -1.284 1.954 -1.748 0.817 -1.317 -0.1819
C -6.140 -1.080 3.004 1.691 -1.003 1.480 -0.2920
C -6.041 -2.283 4.033 -0.324 0.389 -0.590 -0.0885
O 2.285 1.959 1.649 -0.515 -0.810 -1.684 -0.0990
C 3.321 1.171 1.076 1.641 -0.904 0.757 -0.2271
C 4.239 0.678 2.251 -1.247 -0.196 0.381 -0.0784
C 3.523 -0.567 2.877 -0.571 0.501 1.258 -0.3493
C 3.943 -0.827 4.381 0.039 0.362 -0.853 -0.0294
O 3.585 -1.778 2.043 0.418 -0.018 0.944 -0.1949
C 4.948 -2.212 1.788 -0.137 0.298 -2.490 -0.1301
C 5.308 -1.862 0.264 1.241 0.853 -0.566 -0.1841
C 4.447 -2.210 -0.850 3.339 0.107 -1.322 -0.1416
C 4.965 -1.814 -2.312 2.728 -1.465 3.761 -0.3218
C 6.324 -1.092 -2.430 -2.129 -1.480 2.228 -0.1647
C 7.122 -0.752 -1.266 -2.754 -1.630 1.640 -0.0387
C 6.611 -1.139 0.071 -0.937 -0.315 -2.445 -0.0146
H 2.594 6.906 3.294 1.602 -0.825 0.071 0.0714
H 2.775 5.579 4.696 -1.538 0.782 -0.579 0.0718
H 1.454 4.124 3.083 1.848 -0.472 0.469 0.0983
H 3.856 3.902 1.542 -1.012 0.336 0.084 0.1184
H 3.348 5.521 1.022 -0.318 -0.817 0.247 0.1274
H 0.512 5.345 0.867 0.229 -0.086 -0.192 0.0756
H 0.341 4.747 -0.713 0.208 0.068 0.222 0.0647
H 1.015 0.910 -0.423 -0.231 0.743 0.191 0.1024
H -0.300 3.584 1.798 0.350 -0.591 -0.400 0.1071
H 0.023 1.876 2.245 -0.067 0.890 -1.064 0.1128
H -2.045 1.760 1.169 1.028 0.051 -0.374 0.0739
H -1.012 1.191 -0.157 -0.093 0.838 0.340 0.1280
H -1.679 3.212 -1.470 -0.340 0.279 0.708 0.1454
H -1.575 4.212 0.105 0.019 -0.586 -0.816 0.0703
H -3.542 3.137 1.084 -0.103 -0.210 -0.896 0.1054
H -4.000 4.101 -0.439 -0.062 -2.167 -1.930 0.0075
H -3.956 1.050 0.098 0.232 0.609 -0.825 0.1035
H -3.860 1.619 -1.673 0.344 0.228 0.867 0.1466
H -6.056 2.644 -1.550 0.406 -0.421 0.627 0.1281
H -5.979 2.810 0.244 0.244 -0.484 -0.674 0.1007
H -6.618 0.496 0.641 0.385 0.166 -0.725 0.0819
H -7.571 1.006 -0.787 0.831 -0.085 0.478 0.1129
H -6.878 -0.933 -1.747 0.836 0.397 0.311 0.1150
H -5.538 0.143 -2.267 -0.156 -0.660 0.568 0.1167
H -4.864 -2.227 -1.401 0.031 0.853 0.505 0.1184
H -4.008 -0.960 -0.450 -0.690 -0.247 -0.348 0.1013
H -6.678 -1.940 0.642 0.664 -0.460 -0.010 0.0715
H -5.226 -3.089 0.661 -0.677 0.719 0.081 0.1158
H -4.137 -1.844 2.396 -0.548 0.539 -0.155 0.1087
H -4.640 -0.277 1.607 -0.063 -0.928 0.556 0.0849
H -7.185 -1.160 2.544 1.057 0.108 -0.302 -0.1347
H -6.099 -0.090 3.527 -0.039 -0.808 -0.402 0.1224
H -5.061 -2.233 4.557 -0.814 0.135 -0.194 0.0878
H -6.044 -3.238 3.447 -0.157 0.719 0.555 0.0901
H -6.893 -2.268 4.754 0.749 -0.169 -0.337 0.0717
H 4.005 1.722 0.386 -0.950 -0.167 0.049 0.1084
H 2.942 0.192 0.624 0.198 1.368 0.320 0.0876
H 4.252 1.468 3.048 0.089 -0.611 -0.728 0.1444
H 5.283 0.488 1.922 -0.739 0.052 0.172 0.1131
H 2.431 -0.300 2.926 0.862 -0.409 -0.336 0.1422
H 3.690 -1.870 4.697 0.315 0.805 -0.189 0.0746
H 5.031 -0.614 4.494 -0.717 -0.432 0.200 0.0875
H 3.379 -0.107 5.027 0.507 -0.644 -0.542 0.1011
H 5.676 -1.689 2.444 -0.514 -0.672 -0.273 0.1200
H 4.999 -3.325 1.840 -0.002 0.819 0.469 0.1301
H 3.444 -2.776 -0.683 1.917 1.069 -0.459 0.1291
H 4.300 -2.091 -3.236 1.560 0.381 2.140 -0.0431
H 6.714 -0.832 -3.424 -0.469 -0.153 0.894 -0.0190
H 8.094 -0.222 -1.357 -0.904 -0.499 0.034 0.1135
H 7.254 -0.878 0.941 -0.759 -0.335 -0.587 0.1094
K 3.277 -0.268 -1.808 -2.447 3.173 -0.849 0.8363
Br 5.102 -1.312 -4.988 0.061 0.245 -3.041 0.3520
O 8.138 -2.247 -5.981 0.222 -0.184 -0.195 0.2569
H 8.698 -1.469 -5.807 -0.161 -0.081 -0.235 0.1777
H 8.147 -2.490 -6.945 -0.146 -0.125 -0.495 0.1670
H 7.203 -2.106 -5.645 -0.595 0.235 -0.086 0.0117
O -2.373 -0.714 4.746 -0.358 -0.125 -0.354 -0.2510
S -1.781 0.035 3.626 0.284 0.534 0.763 0.2253
O -2.053 -0.689 2.364 0.026 -0.305 -0.229 -0.2854
O -0.326 0.154 3.815 0.007 -0.150 -0.452 -0.2994
O -2.380 1.383 3.563 -0.155 -0.040 -0.147 -0.3087
Mg -3.911 5.152 0.768 0.298 1.588 1.726 1.1457
F 7.414 -4.850 -11.279 -0.350 0.775 1.067 -0.2155
Al 6.729 -3.894 -10.009 -0.457 -0.385 -0.707 -0.0185
F 5.545 -2.808 -10.660 0.959 -0.640 0.655 -0.2200
F 8.004 -2.959 -9.204 -0.696 -0.344 0.480 -0.2426
F 5.980 -4.934 -8.831 0.686 0.879 -0.491 -0.2339
O 1.742 0.149 -6.041 0.003 0.239 0.121 -0.2941
Cl 0.354 0.288 -5.668 -0.302 -0.422 -0.308 0.6424
O -0.048 1.665 -5.841 0.166 0.006 0.060 -0.2877
O 0.191 -0.086 -4.281 0.129 0.020 0.484 -0.3905
O -0.459 -0.558 -6.496 0.138 0.186 0.162 -0.2819
C -8.039 -4.885 0.078 0.155 -0.037 -0.423 -0.1494
O -7.985 -3.799 -0.843 0.025 0.175 0.107 -0.1516
H -8.449 -4.524 1.022 -0.005 0.037 -0.063 0.0617
H -8.683 -5.672 -0.317 0.014 -0.094 0.226 0.0865
H -7.033 -5.275 0.248 -0.088 -0.139 0.173 0.0789
H -7.620 -4.143 -1.666 -0.120 0.113 0.023 0.0863
O 1.680 -4.136 3.212 0.085 0.100 0.051 0.3405
H 1.298 -3.906 4.088 0.009 0.041 -0.128 0.2066
H 2.290 -4.900 3.276 -0.075 0.109 0.010 0.2028
H 2.124 -3.350 2.792 0.334 0.347 -0.082 0.1710
Mg -9.055 -1.041 2.474 -0.385 -0.066 -0.084 1.0281
```
Positions in Å, forces in eV/Å.

# 2
C5H17N2O | the ωB97M-V functional and the def2-TZVPD basis

## Properties
HOMO-LUMO gap (eV): 11.2
Strongest force on any atom (hartree/bohr): 0.101
LUMO energy (eV): -2.8094
Relative energy (zero: lowest compared OMol25 entry of this formula, charge and spin) (kJ/mol): 242.4
Calculated total energy (Ha): -385.14841
Charge: +1

XYZ file:
```
25
Properties=species:S:1:pos:R:3:forces:R:3:lowdin_charge:R:1
N -1.142 -1.464 0.458 3.442 0.090 -3.277 0.2274
C -0.266 -0.368 -0.218 -0.045 0.707 -2.901 -0.2904
C -0.092 0.786 0.648 5.054 0.120 0.729 -0.1791
C 0.853 1.832 -0.173 -0.013 -0.155 0.540 -0.1997
C 0.346 2.245 -1.607 -1.104 2.852 1.789 -0.0995
C 1.102 -0.978 -0.802 -2.283 -1.206 -0.584 -0.1364
N 0.640 -2.328 -1.276 -1.541 4.720 -1.572 0.0138
H -2.097 -1.275 0.338 -1.641 0.195 0.205 0.1410
H -0.803 -2.337 -0.091 -0.518 0.991 0.447 0.1588
H -0.813 -1.436 1.392 -0.419 -0.216 1.643 0.0964
H -0.665 0.122 -1.210 -0.429 -2.025 1.866 0.1552
H 0.337 0.407 1.652 0.170 0.883 -1.452 0.1456
H -0.847 1.373 0.969 -3.432 1.346 0.465 0.0723
H 1.887 1.470 -0.218 -0.238 0.012 0.109 0.0956
H 0.873 2.779 0.395 0.104 -0.714 0.057 0.1030
H 0.281 3.441 -1.525 -0.514 -2.672 -0.427 0.1244
H -0.650 1.800 -1.810 0.484 0.767 -0.175 0.0642
H 0.979 2.161 -2.462 0.715 -0.850 -0.308 0.0528
H 1.503 -0.321 -1.627 -0.834 -0.829 0.725 0.1365
H 1.926 -1.140 -0.180 0.943 0.179 1.734 0.1006
H 0.565 -2.186 -2.268 -0.051 -1.432 -0.286 0.0970
H 1.006 -3.122 -0.915 2.087 -2.667 0.681 0.0462
H -1.747 0.308 3.391 0.029 2.733 1.517 0.0102
H -1.470 -1.188 3.925 -0.085 0.818 0.552 0.0697
O -1.704 -0.584 3.217 0.121 -3.649 -2.078 -0.0056
```
Positions in Å, forces in eV/Å.

# 3
C34H44FeN10O5S2 | the ωB97M-V functional and the def2-TZVPD basis

## Properties
HOMO-LUMO gap (alpha / beta) (eV): 6.9 / 7.1
Strongest force on any atom (hartree/bohr): 0.058
LUMO energy (alpha / beta) (eV): 0.2621 / 0.2602
Calculated total energy (Ha): -4305.80472
Multiplicity: 5

XYZ file:
```
96
Properties=species:S:1:pos:R:3:forces:R:3:lowdin_charge:R:1
Fe 0.691 -0.144 -0.629 -0.844 0.286 -0.386 0.5349
C -4.818 2.961 1.489 0.282 0.081 -1.534 -0.0428
O -3.842 2.016 1.957 -0.090 0.320 0.031 -0.1163
C -4.396 0.964 2.621 -0.453 -0.624 0.302 -0.2368
C -5.389 1.207 3.583 -0.247 -0.386 -0.237 -0.0262
C -6.246 0.199 3.982 0.094 -0.671 0.116 -0.0855
C -5.998 -1.126 3.581 -0.735 0.251 0.318 -0.0968
C -4.966 -1.380 2.715 1.198 0.241 0.193 -0.0277
C -4.087 -0.367 2.262 -0.784 0.410 -0.411 -0.1319
N -3.153 -0.747 1.268 0.841 0.364 -0.795 0.1565
C -1.887 -0.284 0.864 -0.357 0.388 -0.513 -0.3076
N -1.376 0.729 1.601 -1.462 -0.496 0.984 0.1568
C -0.124 1.370 1.708 0.314 1.178 1.196 -0.1960
C 0.928 1.319 0.809 0.113 -0.432 0.061 -0.1832
C 2.009 2.208 0.983 -0.180 -0.626 0.048 -0.1611
C 2.129 3.016 2.099 0.344 0.029 -0.047 -0.1243
C 1.126 2.992 3.065 -0.675 -0.587 -0.308 -0.0500
C -0.029 2.228 2.858 0.374 0.410 -1.004 -0.2081
O -1.165 2.390 3.603 0.101 0.387 1.353 -0.1045
C -1.094 3.229 4.799 0.256 -0.244 -1.198 -0.0451
N -1.299 -0.793 -0.211 -1.180 -0.524 -0.099 0.0541
C -2.060 -1.706 -1.079 -0.929 -0.553 0.566 -0.2223
C -2.104 -3.106 -0.805 -0.199 0.380 -1.102 -0.0440
C -2.838 -4.000 -1.624 0.116 0.341 -0.496 -0.0991
C -3.364 -3.573 -2.861 0.615 0.320 1.259 -0.0837
C -3.305 -2.209 -3.151 -0.573 -0.103 0.742 -0.0381
C -2.928 -1.281 -2.160 0.900 -0.886 0.570 -0.2334
O -3.438 -0.028 -2.160 0.914 0.228 -0.448 -0.0658
C -3.840 0.469 -3.429 -0.271 0.821 0.197 -0.0786
H -4.318 3.612 0.740 -0.060 -0.564 0.575 0.1017
H -5.218 3.606 2.265 -0.043 -0.132 0.272 0.0761
H -5.633 2.421 0.950 0.450 0.339 0.568 0.1147
H -5.548 2.206 3.961 -0.044 0.123 -0.280 0.1125
H -7.148 0.421 4.546 0.385 0.031 0.268 0.1024
H -6.620 -1.950 3.969 0.271 0.553 -0.448 0.1098
H -4.764 -2.388 2.384 0.036 -0.137 -0.016 0.1129
H -3.502 -1.394 0.579 -0.190 -0.201 0.138 0.1215
H -2.127 1.187 2.163 1.396 -0.406 -0.586 0.1220
H 2.791 2.224 0.215 -0.074 0.102 0.220 0.0734
H 2.996 3.673 2.214 -0.287 -0.186 0.066 0.0953
H 1.192 3.582 3.953 0.158 0.393 0.282 0.0801
H -2.106 3.292 5.176 -0.144 0.032 -0.096 0.0823
H -0.701 4.240 4.558 -0.337 -0.571 0.064 0.0947
H -0.468 2.771 5.565 0.155 -0.087 -0.064 0.0903
H -1.522 -3.517 0.016 -0.152 0.263 0.062 0.1086
H -3.000 -5.041 -1.340 0.392 0.269 0.067 0.0935
H -3.893 -4.262 -3.518 0.335 0.171 0.078 0.1025
H -3.775 -1.855 -4.054 -0.063 0.035 -0.031 0.0936
H -4.749 -0.013 -3.806 -0.076 0.151 0.282 0.0881
H -3.080 0.332 -4.194 0.363 -0.030 0.030 0.0934
H -3.996 1.548 -3.270 -0.090 -0.491 -0.166 0.1010
C 5.111 0.467 -3.269 0.198 0.883 0.031 -0.0190
C 4.056 -0.522 -3.656 -0.515 -0.064 -1.074 -0.3422
N 3.976 -1.174 -4.804 0.622 0.501 1.844 0.1116
N 2.844 -1.919 -4.676 -1.128 -0.039 0.464 0.0081
C 2.102 -1.654 -3.559 0.839 0.374 0.262 -0.8194
S 0.600 -2.197 -3.126 0.133 0.052 0.241 0.6623
N 2.957 -0.802 -2.851 -0.332 0.194 0.267 -0.0634
N 2.551 0.009 -1.690 2.299 -0.841 -1.680 0.0794
H 5.699 0.762 -4.172 -0.445 -0.440 0.752 0.0936
H 5.805 0.053 -2.493 -0.589 0.348 -0.633 0.0857
H 4.649 1.429 -2.870 0.488 -1.243 -0.414 0.0954
H 2.538 -2.569 -5.396 0.207 0.526 0.247 0.1534
H 2.476 0.953 -2.106 -0.203 -0.392 0.327 0.0837
H 3.391 -0.024 -1.070 -0.971 0.051 -0.422 0.1074
C 5.745 -1.276 3.235 0.291 0.459 0.922 -0.0859
C 4.937 -0.294 2.395 -0.146 -0.050 -0.127 -0.2364
N 3.608 -0.802 2.076 -0.173 0.902 1.368 0.0023
C 3.328 -1.748 1.201 -1.720 -0.596 -0.877 -0.8161
S 1.690 -2.188 0.908 0.332 0.080 0.197 0.6515
N 4.321 -2.292 0.493 0.483 -0.631 -0.503 0.0070
C 4.161 -3.396 -0.497 -0.570 0.160 -0.016 -0.2552
C 3.894 -4.780 0.112 0.027 0.671 0.631 -0.0964
H 6.826 -1.058 3.152 -0.497 -0.062 0.206 0.0828
H 5.586 -2.302 2.907 -0.028 -0.064 0.074 0.0624
H 5.430 -1.190 4.301 0.348 -0.268 -0.703 0.0893
H 5.494 -0.084 1.477 -0.255 0.123 -0.131 0.1088
H 4.769 0.664 2.902 0.242 -0.246 -0.105 0.1229
H 2.825 -0.496 2.674 0.558 -0.174 -0.857 0.1461
H 5.254 -2.138 0.850 -0.019 -0.118 -0.258 0.1114
H 5.062 -3.353 -1.123 -0.223 -0.174 0.156 0.1138
H 3.270 -3.211 -1.128 0.577 0.479 0.245 0.0787
H 4.662 -5.033 0.859 -0.300 -0.042 -0.136 0.0720
H 3.924 -5.520 -0.682 -0.102 -0.112 -0.035 0.0705
H 2.882 -4.749 0.581 0.845 -0.215 -0.290 0.0543
O -1.639 2.746 -0.638 1.692 -0.819 -0.760 0.0345
C -0.820 2.633 -1.556 -1.273 0.364 0.053 -0.4546
C -0.821 3.712 -2.671 -0.157 -0.297 0.452 -0.1050
C -0.274 2.945 -3.854 0.196 0.215 -0.332 -0.1118
C 0.473 1.792 -3.190 -0.399 -0.246 -0.096 -0.4808
O 1.272 1.126 -3.870 -0.214 0.299 1.215 -0.0171
N 0.083 1.600 -1.864 -0.222 0.676 -1.544 0.0840
H -0.163 4.535 -2.349 -0.191 -0.215 -0.177 0.1198
H -1.847 4.087 -2.760 0.317 -0.006 -0.054 0.1092
H 0.423 3.501 -4.500 -0.260 -0.207 0.188 0.1145
H -1.058 2.510 -4.511 0.373 0.243 0.441 0.1230
```
Positions in Å, forces in eV/Å.